[1]
ORCA calculation (ωB97M-V/def2-TZVPD) on CH2BrNSi in the gas phase.

XYZ file:
```
6
CH2BrNSi, DFT ωB97M-V/def2-TZVPD
C -0.45 -1.52 -0.03
N -0.37 -2.64 0.06
Si -0.06 0.78 0.00
Br 2.13 0.66 0.02
H -0.96 1.36 1.18
H -0.29 1.35 -1.24
```

The calculation puts the highest occupied orbital energy (spin up / spin down) at -5.796 / -11.620 eV. The frontier orbital gap (spin up / spin down) comes out at 5.89 / 5.76 eV. The maximum force comes out at 4.64 eV Å⁻¹. The total charge is 0. As for the total energy: -2957.3207 Eh. Its multiplicity is 3. As for the expectation value of S²: 2.01.

[2]
ORCA calculation (ωB97M-V/def2-TZVPD) on a gas-phase ion, CH2BrO2S (charge -1).

XYZ file:
```
7
CH2BrO2S, DFT ωB97M-V/def2-TZVPD
C -0.70 -0.32 0.12
O 1.02 1.49 -0.83
O -1.15 0.97 0.45
S 0.62 0.76 0.36
Br 2.06 -1.15 -0.05
H -0.96 -1.09 0.85
H -0.89 -0.66 -0.91
```

The calculation puts the highest occupied orbital energy at -4.158 eV. The frontier orbital gap comes out at 8.13 eV. The maximum force comes out at 2.60 eV Å⁻¹. The total charge is -1. As for the total energy: -3161.9957 Eh.

[3]
ORCA calculation (ωB97M-V/def2-TZVPD) on a gas-phase ion, CH2BrO3P (charge -2).

XYZ file:
```
8
CH2BrO3P, DFT ωB97M-V/def2-TZVPD
O -1.47 -2.06 -1.34
P -1.65 -1.48 0.08
O -2.05 -2.49 1.16
O -2.36 -0.17 0.13
C 0.21 -0.80 0.67
Br 1.78 -1.34 -0.26
H 0.19 0.28 0.47
H 0.25 -1.08 1.69
```

The calculation puts the highest occupied orbital energy at 0.733 eV. The frontier orbital gap comes out at 4.99 eV. The maximum force comes out at 2.90 eV Å⁻¹. The total charge is -2. As for the total energy: -3180.4431 Eh. As for the SMILES: O=P([O-])([O-])CBr.

[4]
ORCA calculation (ωB97M-V/def2-TZVPD) on CH2BrOP in the gas phase.

XYZ file:
```
6
CH2BrOP, DFT ωB97M-V/def2-TZVPD
C -0.01 -0.54 -1.18
O 0.71 1.49 1.30
P -0.23 0.67 2.11
Br -0.04 -1.45 0.48
H 0.53 0.43 -1.05
H -0.96 -0.60 -1.67
```

The calculation puts the highest occupied orbital energy (spin up / spin down) at -9.600 / -7.126 eV. The frontier orbital gap (spin up / spin down) comes out at 9.49 / 5.75 eV. The maximum force comes out at 1.89 eV Å⁻¹. The total charge is 0. As for the total energy: -3029.7904 Eh.

[5]
ORCA calculation (ωB97M-V/def2-TZVPD) on a molecular structure, CH2CaLiO.

XYZ file:
```
6
CH2CaLiO, DFT ωB97M-V/def2-TZVPD
H -0.40 -0.14 -1.47
O -0.20 0.28 0.78
C 0.72 -0.13 -0.11
Li 1.41 1.21 1.22
Ca -2.14 0.02 -0.14
H 0.61 -1.23 -0.28
```

The calculation puts the highest occupied orbital energy at -11.285 eV. The frontier orbital gap comes out at 6.08 eV. The maximum force comes out at 2.16 eV Å⁻¹. The total charge is +1. As for the total energy: -799.3610 Eh.

[6]
ORCA calculation (ωB97M-V/def2-TZVPD) on 2 unconnected molecules or ions with the total composition CH2Cl2FNS.

XYZ file:
```
8
CH2Cl2FNS, DFT ωB97M-V/def2-TZVPD
C 1.44 -0.34 0.38
N -1.89 0.54 -0.52
F 1.90 -0.08 -0.86
S -0.74 1.16 0.53
Cl 1.01 -2.00 0.59
Cl 2.47 0.28 1.65
H -2.79 0.01 -0.32
H -1.41 0.43 -1.45
```

The calculation puts the highest occupied orbital energy (spin up / spin down) at -8.580 / -8.487 eV. The frontier orbital gap (spin up / spin down) comes out at 7.92 / 7.65 eV. The maximum force comes out at 2.15 eV Å⁻¹. The total charge is 0. As for the total energy: -1512.3958 Eh.

[7]
ORCA calculation (ωB97M-V/def2-TZVPD) on CH2Cl2FPS in the gas phase.

XYZ file:
```
8
CH2Cl2FPS, DFT ωB97M-V/def2-TZVPD
F 1.84 0.36 0.53
C 1.05 -0.14 -0.48
P -0.76 0.05 0.33
S -1.77 2.36 0.44
Cl -0.40 -0.77 2.03
Cl -2.01 -1.16 -0.76
H 1.06 0.47 -1.36
H 1.00 -1.17 -0.74
```

The calculation puts the highest occupied orbital energy at -8.581 eV. The frontier orbital gap comes out at 7.55 eV. The maximum force comes out at 5.15 eV Å⁻¹. The total charge is 0. As for the total energy: -1799.0513 Eh. As for the SMILES: FCP(=S)(Cl)Cl.

[8]
ORCA calculation (ωB97M-V/def2-TZVPD) on 2 unconnected molecules or ions with the total composition CH2Cl2N2.

XYZ file:
```
7
CH2Cl2N2, DFT ωB97M-V/def2-TZVPD
C -0.20 0.54 0.25
N -0.82 0.56 -0.71
N 3.00 -0.10 0.63
Cl 3.39 -1.64 -0.12
Cl 3.48 1.28 -0.22
H 1.94 -0.19 0.87
H -1.66 0.58 -1.38
```

The calculation puts the highest occupied orbital energy at -9.203 eV. The frontier orbital gap comes out at 9.54 eV. The maximum force comes out at 5.22 eV Å⁻¹. The total charge is 0. As for the total energy: -1069.0643 Eh.

[9]
ORCA calculation (ωB97M-V/def2-TZVPD) on 2 unconnected molecules or ions with the total composition CH2Cl2N2.

XYZ file:
```
7
CH2Cl2N2, DFT ωB97M-V/def2-TZVPD
C 0.72 -0.48 0.61
N 1.28 2.29 -1.48
N -0.36 -1.08 0.61
Cl -0.85 -2.46 1.44
Cl -1.96 -0.55 -0.33
H 0.69 0.54 0.17
H 0.48 1.74 -1.01
```

The calculation puts the highest occupied orbital energy (spin up / spin down) at -9.852 / -9.849 eV. The frontier orbital gap (spin up / spin down) comes out at 8.27 / 8.30 eV. The maximum force comes out at 1.49 eV Å⁻¹. The total charge is 0. As for the total energy: -1068.8711 Eh.

[10]
ORCA calculation (ωB97M-V/def2-TZVPD) on CH2Cl2N2 in the gas phase.

XYZ file:
```
7
CH2Cl2N2, DFT ωB97M-V/def2-TZVPD
C 0.01 0.52 0.00
N -0.81 -0.45 -0.68
N 0.81 -0.47 0.68
Cl -2.19 -0.91 0.09
Cl 2.17 -0.95 -0.09
H 0.54 1.13 -0.73
H -0.52 1.14 0.73
```

The calculation puts the highest occupied orbital energy (spin up / spin down) at -9.097 / -10.088 eV. The frontier orbital gap (spin up / spin down) comes out at 10.12 / 8.07 eV. The maximum force comes out at 2.92 eV Å⁻¹. The total charge is 0. As for the total energy: -1069.0051 Eh. Its multiplicity is 3. As for the expectation value of S²: 2.01.

[11]
ORCA calculation (ωB97M-V/def2-TZVPD) on CH2Cl2N2O2 in the gas phase.

XYZ file:
```
9
CH2Cl2N2O2, DFT ωB97M-V/def2-TZVPD
O -2.09 -0.80 -0.38
N -1.06 -0.82 0.22
O -0.65 -1.53 1.08
C -0.19 0.40 -0.17
N 1.16 0.17 0.21
Cl 2.05 -0.96 -0.80
Cl 1.95 1.81 0.26
H -0.49 0.72 -1.14
H -0.66 1.00 0.72
```

The calculation puts the highest occupied orbital energy at -10.466 eV. The frontier orbital gap comes out at 9.60 eV. The maximum force comes out at 3.88 eV Å⁻¹. The total charge is 0. As for the total energy: -1219.4805 Eh. As for the SMILES: O=[N+]([O-])CN(Cl)Cl.

[12]
ORCA calculation (ωB97M-V/def2-TZVPD) on a molecular structure, CH2Cl2NO2P.

XYZ file:
```
9
CH2Cl2NO2P, DFT ωB97M-V/def2-TZVPD
C 1.17 -0.43 -0.32
N 1.26 0.65 0.32
O -0.06 -0.66 -0.82
O -0.93 -0.10 1.55
P -1.20 0.07 0.15
Cl -2.63 -1.01 -0.59
Cl -1.46 1.94 -0.58
H 1.75 -1.19 -0.44
H 2.10 0.73 0.74
```

The calculation puts the highest occupied orbital energy at -10.850 eV. The frontier orbital gap comes out at 11.34 eV. The maximum force comes out at 6.59 eV Å⁻¹. The total charge is 0. As for the total energy: -1506.3429 Eh.

[13]
ORCA calculation (ωB97M-V/def2-TZVPD) on a molecular structure, CH2Cl3Hg.

XYZ file:
```
7
CH2Cl3Hg, DFT ωB97M-V/def2-TZVPD
Hg 1.96 -3.60 -1.11
Cl -0.15 -2.13 -1.48
C -0.46 1.03 0.59
Cl -0.68 2.39 -0.57
Cl 1.22 0.80 0.86
H -0.92 1.36 1.53
H -0.96 0.15 0.19
```

The calculation puts the highest occupied orbital energy (spin up / spin down) at -19.838 / -19.833 eV. The frontier orbital gap (spin up / spin down) comes out at 7.10 / 5.83 eV. The maximum force comes out at 2.71 eV Å⁻¹. The total charge is +2. As for the total energy: -1572.4118 Eh. Its multiplicity is 2. As for the expectation value of S²: 0.76.

[14]
ORCA calculation (ωB97M-V/def2-TZVPD) on a molecular structure, CH2Cl3ISi.

XYZ file:
```
8
CH2Cl3ISi, DFT ωB97M-V/def2-TZVPD
C -0.61 0.70 -0.36
Si 0.53 -0.70 0.16
Cl -0.18 -1.21 2.03
Cl 2.41 -0.03 0.21
Cl 0.38 -2.29 -1.05
I -0.45 2.32 1.06
H -0.45 0.97 -1.43
H -1.62 0.24 -0.62
```

The calculation puts the highest occupied orbital energy at -9.783 eV. The frontier orbital gap comes out at 9.78 eV. The maximum force comes out at 2.05 eV Å⁻¹. The total charge is 0. As for the total energy: -2007.2257 Eh.

[15]
ORCA calculation (ωB97M-V/def2-TZVPD) on a molecular structure, CH2Cl3O2PS2.

XYZ file:
```
11
CH2Cl3O2PS2, DFT ωB97M-V/def2-TZVPD
C 1.36 2.94 1.55
O 0.09 -0.69 -2.63
O 0.70 1.98 1.28
P -0.02 0.42 -1.62
S 0.83 2.12 -1.71
S -1.84 0.18 -0.64
Cl 0.60 4.52 1.74
Cl 1.10 -0.85 0.56
Cl 3.01 2.96 1.60
H 1.36 -1.98 0.12
H -1.67 1.07 0.26
```

The calculation puts the highest occupied orbital energy at -9.732 eV. The frontier orbital gap comes out at 9.15 eV. The maximum force comes out at 2.85 eV Å⁻¹. The total charge is 0. As for the total energy: -2708.1211 Eh.

[16]
ORCA calculation (ωB97M-V/def2-TZVPD) on 2 unconnected molecules or ions with the total composition CH2Cl4P2.

XYZ file:
```
9
CH2Cl4P2, DFT ωB97M-V/def2-TZVPD
Cl -5.23 -0.88 0.27
P -3.57 0.34 0.07
Cl -3.66 0.66 -1.99
Cl -4.47 2.12 0.67
C 0.75 -1.09 0.85
P 0.14 -2.44 0.03
Cl -1.83 -2.39 0.54
H 1.86 -1.01 0.71
H 0.09 -0.50 1.62
```

The calculation puts the highest occupied orbital energy at -9.837 eV. The frontier orbital gap comes out at 9.50 eV. The maximum force comes out at 2.64 eV Å⁻¹. The total charge is 0. As for the total energy: -2562.8279 Eh. As for the SMILES: ClP(Cl)Cl.C=PCl.

[17]
ORCA calculation (ωB97M-V/def2-TZVPD) on 2 unconnected molecules or ions with the total composition CH2Cl4P2S.

XYZ file:
```
10
CH2Cl4P2S, DFT ωB97M-V/def2-TZVPD
C 0.03 0.78 -0.18
P -1.74 0.45 -0.16
P -4.97 -0.37 0.26
S -5.44 0.99 -1.07
Cl -2.45 1.23 -1.84
Cl -2.50 1.76 1.21
Cl -5.96 0.16 2.02
Cl -5.57 -2.16 -0.23
H 0.78 0.39 0.53
H 0.45 0.85 -1.15
```

The calculation puts the highest occupied orbital energy (spin up / spin down) at -8.962 / -8.824 eV. The frontier orbital gap (spin up / spin down) comes out at 7.55 / 6.17 eV. The maximum force comes out at 2.49 eV Å⁻¹. The total charge is 0. As for the total energy: -2960.9625 Eh.

[18]
ORCA calculation (ωB97M-V/def2-TZVPD) on a molecular structure, CH2Cl4Si.

XYZ file:
```
8
CH2Cl4Si, DFT ωB97M-V/def2-TZVPD
C 1.00 -0.03 -0.55
Si -1.18 0.13 0.45
Cl 1.61 -1.55 0.16
Cl 2.10 1.32 -0.05
Cl -2.16 -1.54 0.09
Cl -2.09 1.79 -0.17
H 1.18 -0.17 -1.61
H -0.48 0.05 1.68
```

The calculation puts the highest occupied orbital energy at -9.506 eV. The frontier orbital gap comes out at 9.83 eV. The maximum force comes out at 4.62 eV Å⁻¹. The total charge is 0. As for the total energy: -2169.6125 Eh.

[19]
ORCA calculation (ωB97M-V/def2-TZVPD) on 2 unconnected molecules or ions with the total composition CH2ClF3N2.

XYZ file:
```
9
CH2ClF3N2, DFT ωB97M-V/def2-TZVPD
C -0.41 -0.37 0.92
N 0.93 -0.14 0.53
N 0.85 0.30 -1.75
F -1.06 0.79 1.45
F -0.47 -1.24 1.92
F -1.18 -0.77 -0.08
Cl -0.35 1.33 -2.09
H 1.23 0.79 0.73
H 0.45 -0.69 -1.64
```

The calculation puts the highest occupied orbital energy (spin up / spin down) at -10.194 / -10.180 eV. The frontier orbital gap (spin up / spin down) comes out at 7.56 / 7.54 eV. The maximum force comes out at 4.13 eV Å⁻¹. The total charge is 0. As for the total energy: -908.4467 Eh.

[20]
ORCA calculation (ωB97M-V/def2-TZVPD) on CH2ClFN2O in the gas phase.

XYZ file:
```
8
CH2ClFN2O, DFT ωB97M-V/def2-TZVPD
N -1.14 -0.32 0.32
C 0.13 -0.70 0.21
O 0.81 -1.72 0.27
N 0.87 0.93 -0.02
F 0.24 1.33 -1.32
Cl 2.56 0.71 -0.24
H -1.45 0.61 0.37
H -2.01 -0.84 0.41
```

The calculation puts the highest occupied orbital energy at -9.878 eV. The frontier orbital gap comes out at 10.30 eV. The maximum force comes out at 4.38 eV Å⁻¹. The total charge is 0. As for the total energy: -783.9875 Eh. As for the SMILES: NC(=O)N(F)Cl.